# 1
Below is C36H40Br4CrNO3Si2 as an isolated structure, with properties calculated with ωB97M-V with the def2-TZVPD basis set.

E_HOMO (spin up / spin down) = -1.744 / -1.522 eV
Total charge = -2
Spin multiplicity = 2
E_LUMO (spin up / spin down) = 4.06 / 4.06 eV

XYZ file:
```
87
Properties=species:S:1:pos:R:3:forces:R:3
Cr 0.310993 0.195098 0.112020 -0.5204 0.2794 0.0261
Br -3.314316 -0.400314 -5.850634 -0.0039 0.0009 -0.0038
C -2.520977 0.240944 -4.248067 -0.0207 -0.0537 -0.0509
C -2.896326 1.463198 -3.725108 -0.0138 0.0410 -0.0084
Br -4.208879 2.532749 -4.579989 -0.0096 0.0037 -0.0053
C -2.291015 1.917486 -2.535590 0.0620 -0.0709 0.0495
Br -2.729336 3.587408 -1.754890 0.0006 0.0116 0.0171
C -1.337851 1.158128 -1.883537 -0.1393 0.1379 -0.0827
O -0.714540 1.518479 -0.789211 0.2024 0.0560 0.1040
C -0.947845 -0.117238 -2.411701 -0.0382 -0.0852 -0.0996
O -0.061294 -0.749416 -1.744405 0.0398 -0.2504 0.0172
C -1.554212 -0.542434 -3.599327 0.0322 0.0316 0.0542
Br -0.992632 -2.227118 -4.258944 0.0000 -0.0087 -0.0106
C -2.141775 2.802919 2.355134 -0.0103 0.0447 0.0413
N -2.361596 1.462004 1.884421 0.0293 -0.0091 -0.0939
C -3.729995 1.214232 1.515569 -0.0073 0.0061 0.0270
C -1.809384 0.463096 2.771732 0.0054 -0.0106 0.0408
C -1.758266 -0.905772 2.135509 -0.0196 -0.0544 0.0449
C -2.505199 -1.930036 2.717223 0.0262 0.0242 -0.0112
C -2.497765 -3.215051 2.191300 -0.0017 -0.0024 0.0096
C -1.742718 -3.466350 1.055811 -0.0074 -0.0373 0.0071
C -1.007386 -2.440414 0.472276 0.0681 0.0089 -0.0648
C -0.972917 -1.138744 0.988985 -0.0609 0.0852 0.0749
H -2.670166 3.010742 3.310600 -0.0062 -0.0009 -0.0042
H -2.497199 3.514834 1.607708 -0.0023 0.0037 -0.0173
H -1.072313 2.965035 2.498255 -0.0355 -0.0112 0.0070
H -4.420316 1.255222 2.385872 0.0038 0.0126 -0.0021
H -3.824110 0.228371 1.058863 0.0105 -0.0063 0.0061
H -4.050683 1.961098 0.786793 -0.0013 -0.0036 -0.0040
H -2.392610 0.405345 3.717354 0.0025 0.0029 -0.0079
H -0.794978 0.780005 3.027257 -0.0191 -0.0108 -0.0042
H -3.103155 -1.710672 3.598077 -0.0036 -0.0018 0.0001
H -3.081655 -4.002680 2.656221 0.0016 0.0027 0.0001
H -1.729614 -4.459936 0.617992 0.0057 0.0066 0.0023
H -0.433463 -2.649822 -0.424473 -0.0085 0.0043 0.0165
C 1.973927 3.962006 4.602784 0.0533 0.0568 -0.0428
Si 2.510329 3.811502 2.800677 0.0102 -0.1188 0.0055
C 4.367424 3.498874 2.770421 -0.0472 0.0544 0.0034
C 2.173257 5.461431 1.953626 0.0161 -0.0187 0.0507
C 1.618698 2.480785 1.982335 -0.0930 0.0012 0.1893
C 0.966811 1.572195 1.472827 0.2205 0.0008 -0.1735
H 2.488649 4.791399 5.099269 -0.0182 -0.0160 0.0182
H 2.196823 3.039634 5.143336 0.0101 -0.0242 -0.0105
H 0.897121 4.133324 4.668671 -0.0026 0.0021 -0.0099
H 4.904117 4.219514 3.396045 0.0046 -0.0055 -0.0113
H 4.756753 3.567833 1.752529 -0.0005 -0.0113 -0.0270
H 4.588902 2.492096 3.129950 -0.0173 -0.0128 0.0309
H 2.817810 6.253377 2.347522 -0.0120 0.0064 -0.0041
H 1.132300 5.760721 2.096213 -0.0020 -0.0124 -0.0062
H 2.344612 5.373382 0.879082 0.0217 -0.0010 0.0017
C 4.956264 -3.286477 1.585574 0.0613 -0.0384 -0.0194
C 3.687029 -2.899936 0.826029 -0.0347 0.0319 -0.0644
C 2.549680 -3.836028 1.248013 0.0113 -0.0538 0.0385
C 3.921581 -3.045287 -0.681284 -0.0272 -0.0414 -0.0321
Si 3.138153 -1.108608 1.151982 0.0703 0.2536 0.0280
O 1.835643 -0.805026 0.273675 0.2820 -0.2927 -0.1539
C 4.530045 0.068045 0.621401 -0.0321 0.0121 0.0477
C 4.220729 1.040902 -0.333449 -0.0076 -0.0088 -0.0040
C 5.173893 1.945705 -0.781942 -0.0272 0.0016 -0.0043
C 6.466397 1.903108 -0.279338 0.0153 0.0200 -0.0029
C 6.798344 0.949551 0.672629 0.0082 -0.0009 -0.0004
C 5.838751 0.046250 1.111858 0.0093 -0.0359 0.0415
C 2.804287 -0.907782 2.998209 -0.0050 -0.0597 0.0043
C 1.565872 -1.334889 3.489255 -0.0362 0.0264 -0.0293
C 1.230051 -1.185050 4.826265 -0.0033 0.0079 0.0386
C 2.132884 -0.607538 5.710414 -0.0224 -0.0078 0.0071
C 3.367425 -0.179373 5.245194 0.0227 0.0246 -0.0027
C 3.693137 -0.329240 3.902206 0.0350 0.0190 0.0073
H 5.134627 -4.365918 1.488027 0.0120 0.0030 -0.0047
H 4.880271 -3.061131 2.653819 -0.0198 -0.0039 0.0028
H 5.837787 -2.775424 1.189261 -0.0368 -0.0037 0.0090
H 2.765237 -4.859665 0.911743 0.0088 0.0055 0.0123
H 1.592093 -3.536151 0.820047 -0.0162 0.0287 -0.0316
H 2.437465 -3.862502 2.335217 -0.0156 0.0272 -0.0002
H 4.195464 -4.080839 -0.925307 0.0085 0.0031 0.0036
H 4.728843 -2.393301 -1.027576 0.0018 0.0021 0.0116
H 3.021402 -2.790280 -1.245155 -0.0003 0.0072 0.0218
H 3.210401 1.087620 -0.721288 0.0143 0.0211 0.0054
H 4.899683 2.692392 -1.518144 0.0056 -0.0039 -0.0001
H 7.209574 2.614199 -0.622005 0.0022 -0.0029 -0.0002
H 7.804076 0.910952 1.076374 -0.0019 0.0011 0.0022
H 6.124443 -0.689517 1.857150 -0.0064 0.0366 -0.0084
H 0.830211 -1.747498 2.806461 0.0163 -0.0113 0.0062
H 0.251701 -1.500070 5.171371 0.0024 -0.0030 -0.0142
H 1.867413 -0.477890 6.753758 0.0041 0.0050 -0.0033
H 4.072521 0.291435 5.921938 -0.0099 -0.0041 0.0039
H 4.648977 0.046624 3.553140 0.0066 -0.0133 -0.0051
```
Positions in Å, forces in eV/Å.

# 2
Below is an isolated ion of composition C2H6N3 and charge +1, with properties calculated with ωB97M-V with the def2-TZVPD basis set.

E_HOMO = -14.461 eV
Total charge = +1
Energy relative to the best compared isomer or geometry (same formula, charge and spin) = 3.251 eV
E_LUMO = -5.38 eV

XYZ file:
```
11
Properties=species:S:1:pos:R:3:forces:R:3
N -0.571220 -0.281183 1.505575 0.7393 -1.1724 -3.9192
C -0.074086 -0.413936 -0.129639 -0.4307 -1.9111 6.8615
N 0.320616 -1.686419 -0.238100 -1.0759 -2.2631 -1.3455
C 0.310300 0.698751 -0.648595 -0.1522 3.0245 -2.2073
N 0.165766 1.784809 -1.329648 -0.3281 -0.5727 -1.5789
H -0.918214 0.629698 1.635739 -0.6628 1.4602 0.2341
H 0.227543 -0.403844 2.130245 0.2929 0.0180 -0.6130
H 0.553536 -2.018773 -1.184705 0.0934 0.2928 0.6481
H -0.209940 -2.454092 0.281130 0.8123 1.9708 -0.6289
H -0.602929 2.012890 -2.043222 0.7208 -0.8175 1.7913
H 0.990025 2.330507 -1.593456 -0.0091 -0.0294 0.7579
```
Positions in Å, forces in eV/Å.

# 3
Below is C35H30N9O4SY as an isolated structure, with properties calculated with ωB97M-V with the def2-TZVPD basis set.

E_HOMO = -7.214 eV
Energy relative to the best compared isomer or geometry (same formula, charge and spin) = 0.167 eV
E_LUMO = -0.89 eV

XYZ file:
```
80
Properties=species:S:1:pos:R:3:forces:R:3
Y 0.004581 -0.398285 -0.443565 -0.0560 0.0151 0.8228
O -3.261243 -1.315900 -3.288081 -0.0142 0.0099 -0.0697
C -2.302516 -1.309622 -2.520639 0.1448 0.0956 0.0475
N -1.555889 -0.280034 -2.081882 -0.3002 0.1416 -0.8187
C -1.837240 1.055037 -2.472792 -0.0458 -0.1936 -0.0415
C -3.022927 1.468915 -3.090461 -0.0005 0.0476 0.0525
C -3.235731 2.806640 -3.410135 0.0041 -0.0506 0.0208
C -2.269177 3.751257 -3.117759 0.0750 -0.0182 0.0162
C -1.081370 3.362631 -2.505641 -0.1295 -0.0372 0.1116
C -0.845851 2.026011 -2.173965 0.2895 0.0604 -0.0228
N 0.348665 1.549383 -1.550514 -0.1029 0.4382 -0.4379
C 1.500070 2.247724 -1.674961 -0.1964 -0.1337 0.0470
O 1.684576 3.347758 -2.182821 -0.0253 0.1003 -0.1031
C 2.737679 1.542920 -1.141018 -0.1424 -0.0954 0.0712
C 3.971895 2.098544 -1.446002 0.0994 0.0287 0.0175
C 5.117792 1.485334 -0.978591 0.0438 0.0374 -0.0198
C 4.991018 0.347546 -0.196694 0.0745 0.0431 -0.0037
C 3.723806 -0.133065 0.062361 -0.1391 0.0928 0.1131
N 2.608518 0.432488 -0.408792 -0.1829 0.0281 -0.1328
C -1.851668 -2.672037 -2.007932 -0.0424 0.3089 -0.1020
C -2.173424 -3.775716 -2.786534 -0.0395 -0.2248 0.1918
C -1.810554 -5.029507 -2.332990 -0.0078 -0.0231 -0.0071
C -1.171840 -5.138354 -1.102287 -0.0322 -0.0544 -0.0639
C -0.881610 -3.983666 -0.405033 -0.0648 0.1321 0.1130
N -1.182936 -2.760785 -0.855142 0.0180 0.1308 -0.1400
H -3.767071 0.728955 -3.332333 0.0043 -0.0089 -0.0087
H -4.159331 3.094083 -3.899296 0.0238 -0.0060 0.0165
H -2.420646 4.794389 -3.371080 0.0039 -0.0331 0.0093
H -0.324825 4.096387 -2.285490 0.0128 -0.0139 -0.0124
H 3.986499 3.000977 -2.038609 0.0126 -0.0029 -0.0010
H 6.094334 1.894449 -1.206728 -0.0200 -0.0117 0.0018
H 5.851902 -0.158389 0.219698 -0.0105 0.0217 -0.0197
H 3.598068 -0.994538 0.703103 0.0244 0.0010 -0.0276
H -2.718114 -3.613365 -3.705576 0.0176 -0.0084 0.0244
H -2.037595 -5.914417 -2.915856 0.0142 0.0258 0.0250
H -0.900282 -6.099778 -0.686936 -0.0147 0.0152 -0.0199
H -0.389391 -4.030597 0.559231 0.0185 0.0132 -0.0065
O 1.761974 -1.969858 4.822428 -0.0049 0.0733 -0.0301
C 1.268249 -0.738106 5.024160 0.0844 -0.0083 0.0296
C 1.192103 -0.293797 6.347208 -0.0124 0.0329 0.0282
C 0.734328 0.973969 6.637929 -0.0449 0.0670 -0.0053
C 0.342028 1.842632 5.615766 0.0330 -0.1090 0.0179
C 0.400918 1.398021 4.310975 -0.0143 0.0741 0.0212
C 0.842614 0.111956 3.986862 -0.0365 0.0195 -0.0260
C 0.811684 -0.290791 2.559820 0.1113 -0.2078 0.0898
O 0.263196 0.462157 1.710515 0.3181 -0.1560 -0.0162
N 1.395591 -1.475108 2.286510 -0.0258 0.0197 -0.0685
N 1.328036 -1.772009 0.963744 0.0231 -0.0516 0.4907
C 2.008472 -2.743314 0.504113 0.0931 -0.3247 -0.3270
C 2.046293 -2.945275 -0.958212 -0.0948 0.1144 0.3134
C 2.725759 -4.012534 -1.514511 0.1352 -0.1587 -0.0518
C 2.735388 -4.154943 -2.892909 0.0461 -0.0834 -0.0030
C 2.067295 -3.228641 -3.672398 -0.0285 0.0366 -0.0572
C 1.409994 -2.184783 -3.038869 0.0178 0.0261 0.1034
N 1.402189 -2.041225 -1.716233 0.0464 -0.0444 -0.0364
H 1.815860 -2.096021 3.843516 -0.0950 -0.0643 -0.0250
H 1.510372 -0.973122 7.129070 -0.0138 0.0430 -0.0470
H 0.687120 1.297571 7.672384 0.0060 -0.0148 -0.0742
H 0.002405 2.845050 5.842452 0.0152 -0.0282 -0.0002
H 0.125158 2.047371 3.487866 0.0343 -0.0486 0.0489
H 2.594978 -3.385024 1.157585 0.0820 -0.0145 -0.0021
H 3.232452 -4.721248 -0.871807 -0.0052 0.0130 -0.0254
H 3.256543 -4.985874 -3.351427 -0.0083 0.0193 0.0077
H 2.045407 -3.305431 -4.750093 0.0028 0.0016 0.0079
H 0.861734 -1.436848 -3.601117 -0.0036 -0.0010 0.0087
S -2.625369 -0.543815 1.005056 -0.1050 0.1338 0.1461
C -2.870213 1.143667 1.210536 0.2897 0.1258 -0.1351
N -2.443345 1.789011 2.302316 -0.0118 -0.0855 0.0783
C -2.338636 3.246812 2.423939 -0.0272 -0.1832 -0.0363
C -2.389367 3.878384 1.046454 0.1066 0.0071 -0.0641
C -3.581136 3.317197 0.298297 -0.0247 -0.1251 0.0084
N -3.461303 1.863069 0.258637 -0.1277 -0.0107 -0.0561
H -1.919427 1.207588 2.937607 0.0216 0.0385 0.0318
H -1.396300 3.477286 2.917284 0.0285 -0.0113 0.0393
H -3.145112 3.627162 3.054207 -0.0458 -0.0063 0.0155
H -1.479906 3.631780 0.491448 -0.0060 0.0401 0.0056
H -2.456547 4.963206 1.125742 -0.0157 -0.0156 0.0259
H -3.616616 3.673695 -0.727897 0.0232 -0.0183 -0.0336
H -4.512439 3.599020 0.797459 -0.0371 0.0146 -0.0040
H -3.650598 1.377789 -0.604668 -0.0432 -0.0005 -0.0366
```
Positions in Å, forces in eV/Å.

# 4
Below is C25H20Cl2N6O11S2Sr as an isolated structure, with properties calculated with ωB97M-V with the def2-TZVPD basis set.

E_HOMO = -2.636 eV
Total charge = -2
Energy relative to the best compared isomer or geometry (same formula, charge and spin) = 0.597 eV
E_LUMO = 4.06 eV

XYZ file:
```
67
Properties=species:S:1:pos:R:3:forces:R:3
Sr -1.947872 -0.959507 -1.841788 0.6464 0.9787 0.4411
O -5.349676 -1.086622 3.783478 0.4981 0.0807 0.7213
C -4.141274 -1.052163 4.321941 -0.8573 -0.0267 0.0969
O -3.979109 -1.027081 5.526494 0.1391 -0.0165 -0.0663
C -3.000992 -1.040820 3.378161 0.3744 0.0324 0.2228
C -1.669202 -1.089197 3.748032 -0.0501 -0.0282 -0.0295
Cl -0.955301 -1.319326 5.280211 -0.0856 -0.0032 0.0602
N -0.917917 -1.025163 2.626670 -0.2460 0.0372 -0.1826
N -1.700950 -0.945687 1.531885 0.0058 0.0603 -0.0012
C -2.945956 -0.945985 1.964705 -0.0577 -0.1409 -0.1010
C -4.066957 -0.911199 0.941131 0.3684 -0.0492 0.1736
O -5.230405 -1.131892 1.363850 0.1054 0.1595 -0.5791
O -3.719278 -0.703798 -0.231526 -0.5168 0.0554 0.0953
C 0.494601 -0.947761 2.460744 0.0070 -0.0026 -0.0104
C 1.061903 -1.591807 1.374204 0.1217 0.0215 0.0021
C 2.422807 -1.438840 1.138228 -0.1453 -0.0701 -0.0669
C 3.200546 -0.671285 1.987683 0.0752 0.0179 0.0059
C 2.617461 -0.033490 3.075749 -0.0057 0.0124 0.0126
C 1.258425 -0.157351 3.311172 0.0189 0.0278 -0.0261
H -5.302220 -1.097209 2.746713 -0.1281 -0.1352 -0.1128
H 0.445598 -2.161700 0.691582 -0.0280 0.0064 0.0176
H 2.844131 -1.894974 0.251776 0.0261 0.0175 0.0350
H 4.256035 -0.543738 1.781401 -0.0084 0.0141 0.0193
H 3.213641 0.595276 3.725934 0.0062 -0.0120 -0.0112
H 0.786567 0.385125 4.118698 0.0243 -0.0231 -0.0276
S 1.078835 -0.936287 -2.080218 -0.0311 -0.1190 -0.1372
C 1.550048 0.607882 -1.502119 -0.0929 0.5079 0.4756
N 2.691216 1.193589 -1.685362 0.0862 -0.1896 -0.1163
N 3.550302 0.502805 -2.476586 -0.1040 0.1854 0.1233
C 4.786122 0.995322 -2.772564 0.1840 0.0572 -0.0417
C 5.257655 2.208282 -2.244548 -0.0478 -0.0941 -0.0259
C 6.529368 2.649689 -2.564469 0.0292 0.0741 0.0305
C 7.366572 1.924041 -3.402851 0.0179 -0.0135 -0.0192
C 6.897324 0.724740 -3.928284 0.0243 -0.0071 -0.0168
C 5.632358 0.262196 -3.623489 -0.0956 0.0158 0.0448
N 0.757199 1.440330 -0.616749 0.6587 -0.2865 -0.3278
N -0.417353 1.103657 -0.477295 -0.3457 -0.1281 -0.0996
C -1.106939 1.883177 0.503187 -0.0831 -0.0113 -0.1433
C -2.458435 2.127853 0.300639 -0.0073 0.0899 0.2208
C -3.179925 2.791822 1.281938 0.0243 -0.0284 -0.0344
C -2.558626 3.188904 2.459235 -0.0893 0.0461 0.0334
C -1.206263 2.942728 2.646531 0.1497 -0.0338 0.0062
C -0.469516 2.294415 1.665377 -0.1934 0.1246 0.0910
H 3.190183 -0.339573 -2.911573 -0.0408 -0.1281 -0.0322
H 4.610324 2.778745 -1.594590 -0.0095 -0.0177 -0.0053
H 6.872295 3.590180 -2.146301 0.0039 -0.0140 -0.0100
H 8.358911 2.283717 -3.644644 -0.0132 0.0004 0.0059
H 7.525121 0.136854 -4.588739 0.0066 0.0166 0.0077
H 5.276966 -0.673725 -4.040065 -0.0034 0.0127 0.0100
H -2.941751 1.792081 -0.603309 0.0138 -0.0032 -0.0636
H -4.236878 2.973769 1.131913 0.0073 0.0050 0.0195
H -3.130117 3.678912 3.238560 -0.0114 -0.0091 -0.0183
H -0.719867 3.244122 3.568119 -0.0329 -0.0016 -0.0157
H 0.580440 2.081805 1.795518 0.0686 -0.0295 -0.0190
O -3.001799 1.379972 -5.219589 -0.2666 0.1332 -0.2904
Cl -2.055094 1.119065 -4.189832 -0.2717 -0.5623 0.3334
O -0.927389 1.973496 -4.297581 0.3522 0.3169 -0.0177
O -2.691599 1.282100 -2.875234 0.0209 0.3029 -0.2256
O -1.639737 -0.282339 -4.237601 0.0352 0.2698 -0.4587
C -4.091412 -4.271684 -0.669031 -0.0153 -0.0275 -0.0069
S -2.798658 -3.807043 -1.794785 -0.1945 -0.3967 0.0114
O -2.371647 -5.003342 -2.481708 -0.1275 -0.0123 0.0671
O -3.387188 -2.767662 -2.657001 -0.1170 -0.4480 -0.2126
O -1.754800 -3.181414 -0.960652 0.1226 -0.6711 0.2311
H -4.898185 -4.725259 -1.241952 0.0385 0.0154 -0.0421
H -4.453539 -3.379893 -0.160870 0.0313 0.0022 -0.0101
H -3.689143 -4.991868 0.041447 0.0304 0.0424 -0.0106
```
Positions in Å, forces in eV/Å.

Computed max |F| (hartree/bohr) in order:
0.0115, 0.1388, 0.0172, 0.0244